<w>
Below is a molecular structure, C28H38Cl2KN4O9S2Sb, with properties calculated with ωB97M-V with the def2-TZVPD basis set.

Last column: Mulliken charge in e.
CARTESIAN COORDINATES (ANGSTROEM)
1 K 0.8020 -1.0173 0.1602  0.98
2 C 4.8484 0.1873 -1.9630  -1.03
3 N 4.5387 1.3309 -1.0943  0.16
4 C 5.4860 1.6308 -0.0369  -1.11
5 C 3.3248 1.9405 -1.0884  0.33
6 O 3.0416 2.8903 -0.3675  -0.75
7 C 2.2713 1.4063 -2.0499  -1.03
8 O 1.1658 0.9297 -1.3145  0.97
9 C 0.2985 1.9257 -0.7611  -1.00
10 C -1.1355 1.3787 -0.8859  1.16
11 O -1.3988 0.3253 -0.3241  -0.56
12 N -2.0899 2.0889 -1.5547  0.37
13 C -3.3784 1.4451 -1.7823  -1.09
14 C -1.7921 3.2115 -2.4310  -1.12
15 H 5.8717 -0.1093 -1.7442  0.38
16 H 4.8009 0.4643 -3.0185  0.37
17 H 4.2021 -0.6684 -1.7618  0.25
18 H 5.6570 0.7291 0.5579  0.36
19 H 5.0795 2.4068 0.6023  0.32
20 H 6.4433 1.9670 -0.4459  0.33
21 H 2.5955 0.5627 -2.6423  0.55
22 H 1.9796 2.2157 -2.7255  0.28
23 H 0.4600 2.8692 -1.2668  0.54
24 H 0.5056 2.0600 0.3027  -0.11
25 H -3.4391 0.5512 -1.1698  0.24
26 H -3.4730 1.1766 -2.8401  0.35
27 H -4.1881 2.1273 -1.5057  0.31
28 H -1.0356 3.8621 -2.0075  0.36
29 H -2.7008 3.8037 -2.5461  0.40
30 H -1.4788 2.8707 -3.4235  0.25
31 Cl 5.9785 -3.4321 4.8673  -0.31
32 C 5.0915 -2.7855 3.4680  0.07
33 C 5.4652 -3.1596 2.1792  -0.45
34 C 4.7951 -2.6536 1.0955  0.27
35 Cl 5.2770 -3.2044 -0.5150  -0.27
36 C 3.7074 -1.6978 1.1985  -0.32
37 O 3.1387 -1.2197 0.1804  -0.17
38 C 3.3471 -1.3670 2.5641  1.44
39 C 2.1860 -0.4897 2.8779  -0.68
40 O 1.6534 0.2900 2.1250  -0.38
41 C 4.0352 -1.9244 3.6345  -0.81
42 H 6.2756 -3.8630 2.0319  0.42
43 H 1.8408 -0.5603 3.9297  0.09
44 H 3.7158 -1.6596 4.6411  0.34
45 O 0.7379 -2.5323 2.0264  -0.45
46 S -0.7099 -2.8135 2.1810  -0.07
47 N -1.5538 -2.0203 3.0822  -0.35
48 O -2.2506 0.4331 -5.0451  -0.77
49 C -1.5329 -0.3955 -4.4945  0.03
50 N -0.7112 -0.1775 -3.4239  -0.04
51 S 0.0598 -1.5003 -2.9711  1.42
52 O 1.4936 -1.4101 -3.1783  -0.77
53 O -0.3376 -1.9869 -1.6631  -0.84
54 C -0.6159 -2.5702 -4.1983  -0.24
55 C -0.3495 -3.9072 -4.4456  -0.67
56 C -1.0053 -4.4899 -5.5260  -0.52
57 C -1.8875 -3.7473 -6.3175  -0.42
58 C -2.1297 -2.4037 -6.0435  -0.58
59 C -1.4757 -1.8321 -4.9712  0.27
60 H 0.3352 -4.4734 -3.8228  0.48
61 H -0.8276 -5.5332 -5.7599  0.38
62 H -2.3821 -4.2276 -7.1538  0.37
63 H -2.8064 -1.8028 -6.6384  0.48
64 C -2.8416 1.8367 5.5841  -1.04
65 C -2.3052 0.6107 4.8362  -0.91
66 Sb -1.9169 0.7546 2.7130  0.42
67 C -2.6130 2.8321 2.5007  -0.75
68 C -4.1117 3.1706 2.5034  -1.04
69 C -3.7521 -0.0858 1.9342  -0.55
70 C -4.7056 -0.7038 2.9634  -1.34
71 H -2.8899 1.6682 6.6678  0.37
72 H -3.8510 2.1063 5.2620  0.15
73 H -2.2188 2.7248 5.4322  0.26
74 H -2.9529 -0.2576 4.9699  0.41
75 H -1.3309 0.3134 5.2371  0.41
76 H -2.1694 3.1619 1.5522  0.26
77 H -2.0860 3.3909 3.2814  0.53
78 H -4.6296 2.7233 1.6506  0.20
79 H -4.3001 4.2503 2.4472  0.39
80 H -4.6230 2.8041 3.3985  0.11
81 H -3.4129 -0.8418 1.2203  0.31
82 H -4.2480 0.7021 1.3626  0.48
83 H -4.2042 -1.4909 3.5321  0.30
84 H -5.5826 -1.1537 2.4831  0.40
85 H -5.0747 0.0386 3.6815  0.24

Its net charge is -2. The calculation puts the HOMO energy at -2.145 eV. For the orbital gap, the calculation gives 6.24 eV. The calculation puts the LUMO energy at 4.09 eV.



<x>
Below is a molecular structure, C28H38Cl2KN4O9S2Sb, with properties calculated with ωB97M-V with the def2-TZVPD basis set.

Last column: Mulliken charge in e.
CARTESIAN COORDINATES (ANGSTROEM)
1 K 0.1414 0.6516 -0.3571  2.29
2 C -4.3690 2.8332 0.1963  -1.02
3 N -4.1916 1.7176 -0.7238  0.27
4 C -5.2454 0.7173 -0.7628  -1.12
5 C -2.9495 1.4777 -1.2214  0.52
6 O -2.0580 2.3044 -1.2408  -0.71
7 C -2.7483 0.1190 -1.9153  -0.94
8 O -1.3638 -0.0537 -2.1065  -0.01
9 C -0.9877 -0.8150 -3.2106  -1.35
10 C 0.5042 -1.1086 -3.0470  0.38
11 O 1.0439 -0.8936 -1.9863  -0.26
12 N 1.1519 -1.6661 -4.1067  0.34
13 C 0.5103 -2.0323 -5.3470  -1.12
14 C 2.5595 -2.0017 -3.9843  -0.98
15 H -4.9940 3.6159 -0.2480  0.30
16 H -3.3998 3.2495 0.4591  0.27
17 H -4.8458 2.4680 1.1097  0.38
18 H -6.1960 1.2259 -0.5914  0.38
19 H -5.1027 -0.0432 0.0063  0.33
20 H -5.3028 0.2492 -1.7486  0.35
21 H -3.2759 0.1669 -2.8763  0.45
22 H -3.1582 -0.6939 -1.3094  0.42
23 H -1.1757 -0.2616 -4.1381  0.49
24 H -1.5273 -1.7706 -3.2475  0.57
25 H -0.5581 -1.8407 -5.3137  0.40
26 H 0.6546 -3.0983 -5.5470  0.34
27 H 0.9335 -1.4706 -6.1868  0.30
28 H 2.9611 -1.5267 -3.0948  0.11
29 H 3.0956 -1.6419 -4.8678  0.40
30 H 2.6960 -3.0840 -3.8922  0.31
31 Cl 4.6074 7.1055 -0.9514  -0.30
32 C 3.5019 5.7690 -0.6166  0.15
33 C 3.0373 5.5637 0.6912  -0.68
34 C 2.1703 4.5471 0.9746  0.38
35 Cl 1.6933 4.3756 2.6359  -0.23
36 C 1.6568 3.6245 -0.0320  -0.89
37 O 0.8303 2.7221 0.1821  0.25
38 C 2.2202 3.8660 -1.3417  1.30
39 C 1.9281 3.0163 -2.4943  -0.66
40 O 1.2863 1.9904 -2.5476  -0.35
41 C 3.0982 4.9246 -1.6080  -0.96
42 H 3.3691 6.2139 1.4921  0.44
43 H 2.3963 3.4001 -3.4295  0.07
44 H 3.4624 5.0635 -2.6218  0.30
45 O -0.9377 -1.9333 2.5101  -0.58
46 S -0.0398 -0.7632 2.6039  0.31
47 N 1.1070 -0.6819 1.6690  -0.49
48 O -3.5842 -0.0816 1.4827  -0.78
49 C -2.8186 0.6776 2.0794  0.51
50 N -1.6117 1.0317 1.5598  -0.88
51 S -0.7854 2.2723 2.1876  0.62
52 O -1.0265 2.0011 3.9372  -0.67
53 O -1.6038 3.4767 1.9944  -0.60
54 C -2.3031 1.8083 4.2913  0.66
55 C -2.7204 2.2315 5.5585  -0.86
56 C -4.0277 2.0370 5.9656  -0.32
57 C -4.9493 1.4221 5.1152  -0.74
58 C -4.5304 1.0032 3.8632  -0.71
59 C -3.2206 1.1866 3.4336  0.62
60 H -1.9900 2.7169 6.1960  0.41
61 H -4.3365 2.3733 6.9502  0.34
62 H -5.9757 1.2732 5.4295  0.37
63 H -5.2097 0.5047 3.1826  0.36
64 C 3.1996 -5.0735 -1.2557  -1.04
65 C 1.7841 -4.5535 -0.9474  -0.96
66 Sb 1.2669 -2.5680 0.3629  0.50
67 C 3.2357 -1.7913 -0.1363  0.05
68 C 4.3400 -2.0438 0.8893  -1.38
69 C 1.7820 -3.5629 2.2386  -0.86
70 C 2.3547 -4.9768 2.1613  -1.06
71 H 3.2526 -5.8571 -2.0310  0.35
72 H 3.6697 -5.4985 -0.3623  0.24
73 H 3.8597 -4.2652 -1.5971  0.19
74 H 1.1566 -5.3663 -0.5550  0.48
75 H 1.3011 -4.2185 -1.8820  0.28
76 H 3.0912 -0.7158 -0.2751  0.27
77 H 3.5032 -2.2245 -1.1025  -0.04
78 H 4.0959 -1.5755 1.8464  0.31
79 H 5.3029 -1.6328 0.5600  0.40
80 H 4.4848 -3.1132 1.0672  0.22
81 H 0.8441 -3.5601 2.7968  0.40
82 H 2.4645 -2.8882 2.7577  0.47
83 H 1.7049 -5.6404 1.5858  0.28
84 H 2.4782 -5.4137 3.1613  0.35
85 H 3.3313 -4.9927 1.6738  0.06

Its net charge is -2. The calculation puts the HOMO energy at -1.003 eV. For the orbital gap, the calculation gives 4.63 eV. The calculation puts the LUMO energy at 3.63 eV.



How do the energies compare? Relative to the most stable structure, in hartree: <w> 0.0000; <x> 0.0609.



<w>
Below is a molecular structure, C37H39HfIN4O4P2S, with properties calculated with ωB97M-V with the def2-TZVPD basis set.

Last column: Mulliken charge in e.
CARTESIAN COORDINATES (ANGSTROEM)
1 Hf -0.4411 -0.1869 0.2140  -0.25
2 C -4.3360 -1.2489 -1.5933  -1.72
3 C -3.4821 -0.4485 -0.6565  0.88
4 O -2.2454 -0.8157 -0.6127  0.25
5 C -4.0014 0.5730 0.0812  -1.30
6 C -3.2437 1.3603 0.9927  1.32
7 C -3.9916 2.3796 1.7993  -1.63
8 N -1.9505 1.2274 1.1277  1.09
9 N -1.3867 2.1305 2.0369  -0.89
10 C -0.1079 2.1080 2.0179  0.38
11 O 0.5999 1.3411 1.2065  -0.14
12 C 0.6235 2.9783 2.9727  0.09
13 C -0.0657 3.6933 3.9520  -0.51
14 C 0.6217 4.4914 4.8490  -0.71
15 C 2.0078 4.5882 4.7841  -0.40
16 C 2.6984 3.8795 3.8139  -1.02
17 C 2.0073 3.0774 2.9154  0.08
18 H -4.2609 -2.3075 -1.3365  0.28
19 H -3.9539 -1.1255 -2.6091  0.29
20 H -5.3777 -0.9380 -1.5590  0.40
21 H -5.0569 0.7823 0.0002  0.29
22 H -5.0543 2.1471 1.7945  0.48
23 H -3.8437 3.3682 1.3585  0.27
24 H -3.6154 2.4214 2.8170  0.33
25 H -1.1426 3.6077 3.9933  0.47
26 H 0.0758 5.0408 5.6054  0.41
27 H 2.5442 5.2131 5.4868  0.39
28 H 3.7772 3.9519 3.7546  0.42
29 H 2.5395 2.5272 2.1564  0.54
30 O -0.7337 -0.5714 2.6569  -0.61
31 S -1.4066 -1.8742 2.5627  1.94
32 O -2.8373 -1.9322 2.6582  -0.78
33 N -0.8284 -2.3141 1.1647  -0.26
34 C -1.0175 -3.4448 0.4061  0.23
35 C -1.5494 -4.6480 0.8039  -0.28
36 C -1.5933 -5.7429 -0.0830  -0.92
37 C -1.1231 -5.6442 -1.3591  -1.00
38 C -0.5943 -4.4125 -1.8150  1.10
39 C -0.1414 -4.2095 -3.1387  -0.92
40 C 0.2954 -2.9770 -3.5188  -1.31
41 C 0.3030 -1.9356 -2.5742  -0.47
42 N -0.0643 -2.0927 -1.3235  0.91
43 C -0.5351 -3.3167 -0.9351  -0.36
44 C -0.7947 -2.8469 3.9068  0.03
45 C -1.5189 -3.9604 4.3153  -0.43
46 C -1.0480 -4.7206 5.3747  -0.85
47 C 0.1181 -4.3508 6.0307  -0.49
48 C 0.8101 -3.2116 5.6442  -0.79
49 C 0.3529 -2.4504 4.5798  -0.18
50 H -1.9363 -4.7483 1.8060  0.28
51 H -2.0144 -6.6784 0.2626  0.40
52 H -1.1649 -6.4876 -2.0362  0.41
53 H -0.1691 -5.0359 -3.8389  0.46
54 H 0.6217 -2.7753 -4.5294  0.51
55 H 0.5819 -0.9340 -2.8667  0.30
56 H -2.4566 -4.1965 3.8316  0.55
57 H -1.6024 -5.5907 5.7005  0.41
58 H 0.4755 -4.9421 6.8638  0.39
59 H 1.7005 -2.9096 6.1797  0.44
60 H 0.8567 -1.5452 4.2774  0.34
61 C 2.0648 -3.2232 1.6721  -1.44
62 P 2.1266 -1.5171 1.0143  2.40
63 C 2.9663 -0.6179 2.3713  -1.17
64 C 3.5094 -1.6564 -0.1851  -0.06
65 C 4.4908 -2.6411 -0.0639  -1.09
66 C 5.5770 -2.6729 -0.9214  -0.83
67 C 5.7056 -1.7016 -1.9020  -0.96
68 C 4.7338 -0.7245 -2.0356  -0.83
69 C 3.6178 -0.6943 -1.1989  0.29
70 P 2.2456 0.5266 -1.3430  1.67
71 C 3.0037 2.0042 -0.5784  -1.26
72 C 2.3515 1.0548 -3.1033  -1.48
73 H 1.8635 -3.9155 0.8529  0.41
74 H 1.2570 -3.3105 2.3906  -0.10
75 H 2.9955 -3.5007 2.1665  0.65
76 H 3.8431 -1.1601 2.7280  0.56
77 H 2.2595 -0.4626 3.1850  0.08
78 H 3.2637 0.3668 2.0170  0.30
79 H 4.4156 -3.3969 0.7053  0.32
80 H 6.3250 -3.4485 -0.8181  0.42
81 H 6.5608 -1.7054 -2.5657  0.39
82 H 4.8630 0.0241 -2.8046  0.33
83 H 3.8818 2.3207 -1.1432  0.64
84 H 3.2887 1.7857 0.4460  0.26
85 H 2.2512 2.7936 -0.5678  0.29
86 H 3.3596 0.9699 -3.5015  0.45
87 H 2.0372 2.0953 -3.1430  0.45
88 H 1.6693 0.4977 -3.7414  0.33
89 I -0.8602 1.7431 -2.0789  -0.19

Its net charge is 0. The calculation puts the HOMO energy at -7.109 eV. For the orbital gap, the calculation gives 6.91 eV. The calculation puts the LUMO energy at -0.20 eV.



<x>
Below is a molecular structure, C37H39HfIN4O4P2S, with properties calculated with ωB97M-V with the def2-TZVPD basis set.

Last column: Mulliken charge in e.
CARTESIAN COORDINATES (ANGSTROEM)
1 Hf -0.7616 -0.6454 0.5625  -0.96
2 C -4.0783 -1.4800 -1.8598  -1.83
3 C -3.3220 -0.6354 -0.8842  0.85
4 O -2.0199 -0.6346 -1.0297  0.19
5 C -3.9843 0.0838 0.0796  -1.27
6 C -3.3524 0.9570 1.0231  1.22
7 C -4.1536 1.9623 1.7811  -1.61
8 N -2.0542 0.9150 1.1478  1.35
9 N -1.3825 1.8461 1.9413  -0.90
10 C -0.0887 1.7181 1.8524  0.73
11 O 0.5175 0.8650 1.0398  0.25
12 C 0.7271 2.5625 2.7561  0.35
13 C 0.1429 3.5515 3.5458  -0.32
14 C 0.9224 4.2895 4.4192  -0.73
15 C 2.2883 4.0428 4.5170  -0.37
16 C 2.8712 3.0626 3.7294  -1.11
17 C 2.0927 2.3247 2.8486  -0.15
18 H -4.2145 -2.4702 -1.4184  0.36
19 H -3.5026 -1.5925 -2.7784  0.23
20 H -5.0578 -1.0588 -2.0842  0.50
21 H -5.0644 0.0479 0.0762  0.44
22 H -5.1713 1.6070 1.9309  0.49
23 H -4.1851 2.8989 1.2180  0.25
24 H -3.6775 2.1755 2.7350  0.34
25 H -0.9203 3.7273 3.4594  0.47
26 H 0.4644 5.0535 5.0343  0.40
27 H 2.8941 4.6183 5.2055  0.40
28 H 3.9320 2.8625 3.8099  0.40
29 H 2.5320 1.5447 2.2421  0.42
30 O 1.7375 -0.8444 3.5813  -0.65
31 S 0.6564 -1.5300 2.9371  1.42
32 O -0.6421 -0.8036 2.8416  -0.73
33 N 0.8733 -1.8578 1.4078  -0.07
34 C 1.8584 -2.5139 0.7025  0.04
35 C 2.9436 -3.1926 1.1920  -0.38
36 C 3.7941 -3.8982 0.3115  -0.86
37 C 3.5647 -3.9211 -1.0329  -1.04
38 C 2.4660 -3.2026 -1.5690  1.00
39 C 2.1462 -3.1799 -2.9478  -0.97
40 C 1.0698 -2.4692 -3.3843  -1.30
41 C 0.2935 -1.7569 -2.4504  -0.03
42 N 0.5556 -1.7482 -1.1649  0.67
43 C 1.6291 -2.4830 -0.7060  0.03
44 C 0.3203 -2.9737 3.8761  0.38
45 C 0.4006 -4.2401 3.3235  -0.03
46 C 0.0326 -5.3322 4.0968  -0.86
47 C -0.4174 -5.1457 5.3942  -0.41
48 C -0.4849 -3.8681 5.9402  -0.73
49 C -0.1114 -2.7724 5.1838  -0.50
50 H 3.1365 -3.1904 2.2574  0.60
51 H 4.6336 -4.4436 0.7228  0.40
52 H 4.2019 -4.4873 -1.7003  0.43
53 H 2.7628 -3.7418 -3.6399  0.45
54 H 0.7942 -2.4366 -4.4289  0.52
55 H -0.5703 -1.1872 -2.7691  0.43
56 H 0.7268 -4.3743 2.3019  0.33
57 H 0.0696 -6.3256 3.6695  0.41
58 H -0.7322 -5.9981 5.9826  0.38
59 H -0.8340 -3.7264 6.9544  0.39
60 H -0.1574 -1.7681 5.5849  0.44
61 C -3.3799 2.2288 -2.6431  -2.03
62 P -1.6663 2.2023 -1.9528  1.81
63 C -1.3713 4.0250 -2.1424  -1.33
64 C -0.7227 1.5924 -3.4357  0.08
65 C -1.3658 1.1709 -4.6016  -0.54
66 C -0.6491 0.6838 -5.6871  -0.76
67 C 0.7334 0.6113 -5.6271  -1.01
68 C 1.3853 1.0087 -4.4691  -0.40
69 C 0.6812 1.4936 -3.3701  -0.07
70 P 1.5246 2.1483 -1.8603  0.88
71 C 2.4084 3.5397 -2.7068  -1.46
72 C 2.9681 1.0173 -1.6468  -1.01
73 H -3.7428 1.2220 -2.8519  0.40
74 H -3.4456 2.8373 -3.5477  0.54
75 H -4.0292 2.6635 -1.8818  0.35
76 H -1.2549 4.3148 -3.1878  0.37
77 H -0.4873 4.3258 -1.5792  0.31
78 H -2.2339 4.5472 -1.7236  0.49
79 H -2.4434 1.2108 -4.6736  0.36
80 H -1.1734 0.3717 -6.5819  0.41
81 H 1.3012 0.2570 -6.4788  0.43
82 H 2.4674 0.9544 -4.4349  0.35
83 H 3.1315 3.1642 -3.4343  0.39
84 H 2.9315 4.1389 -1.9603  0.44
85 H 1.6869 4.1752 -3.2203  0.39
86 H 3.2381 0.4866 -2.5600  0.38
87 H 2.7616 0.2914 -0.8592  -0.16
88 H 3.8166 1.6250 -1.3289  0.57
89 I -2.1812 -3.0946 1.0785  -0.36

Its net charge is 0. The calculation puts the HOMO energy at -7.624 eV. For the orbital gap, the calculation gives 7.21 eV. The calculation puts the LUMO energy at -0.42 eV.



How do the energies compare? Relative to the most stable structure, in hartree: <w> 0.0000; <x> 0.0217.



<w>
Below is a single CH3ClO molecule, with properties calculated with ωB97M-V with the def2-TZVPD basis set.

Last column: Mulliken charge in e.
CARTESIAN COORDINATES (ANGSTROEM)
1 O 0.0459 0.7680 -0.8320  -0.42
2 C 0.2831 0.0960 0.4235  -0.21
3 Cl -0.2672 1.0528 1.9573  -0.21
4 H 0.4802 1.5532 -0.7106  0.30
5 H -0.2305 -0.8074 0.5135  0.28
6 H 1.2985 -0.1792 0.6600  0.27

Its net charge is 0. The calculation puts the HOMO energy at -10.979 eV. For the orbital gap, the calculation gives 11.85 eV. The calculation puts the LUMO energy at 0.87 eV. As for the structure (SMILES): OCCl.



<x>
Below is 2 unconnected molecules or ions with the total composition CH3ClO, with properties calculated with ωB97M-V with the def2-TZVPD basis set.

Last column: Mulliken charge in e.
CARTESIAN COORDINATES (ANGSTROEM)
1 C -1.6139 -1.1939 -2.1794  -0.10
2 O 0.1433 0.3522 0.7344  -0.62
3 Cl -2.6803 0.0788 -2.1131  0.04
4 H -1.2874 -1.4506 -1.1127  0.10
5 H 1.0473 0.0225 0.7622  0.32
6 H -0.2637 -0.2930 0.0810  0.27

Its net charge is 0. The calculation puts the HOMO energy at -9.412 eV. For the orbital gap, the calculation gives 8.21 eV. The calculation puts the LUMO energy at -1.20 eV.



How do the energies compare? Relative to the most stable structure, in hartree: <w> 0.0000; <x> 0.1224.